{
  "formula": "C27H40N6O2S",
  "method": "wB97M-V/def2-TZVPD",
  "species": ["C", "O", "H", "H", "H", "H", "N", "C", "C", "C", "C", "H", "H", "H", "H", "H", "N", "C", "C", "C", "C", "H", "H", "H", "H", "H", "N", "C", "C", "C", "C", "H", "H", "H", "H", "H", "N", "C", "C", "C", "C", "H", "H", "H", "H", "H", "N", "C", "C", "C", "C", "H", "H", "H", "H", "H", "N", "C", "C", "C", "C", "H", "H", "H", "H", "H", "C", "S", "O", "C", "H", "H", "H", "H", "H", "H"],
  "coordinates": [[4.74041, -0.11501, -1.78394], [3.61557, 0.74701, -1.71280], [4.42666, -1.16338, -1.65992], [5.27341, 0.08669, -2.70362], [5.29689, -0.00589, -0.84006], [3.09919, 0.56862, -0.88128], [4.00897, -5.30036, 1.07956], [4.98619, -4.32877, 1.20918], [4.60311, -3.31941, 0.35616], [3.38374, -3.61573, -0.26158], [3.07096, -4.88328, 0.17605], [4.02015, -6.13562, 1.63329], [5.81238, -4.40977, 1.89091], [5.17030, -2.40010, 0.30183], [2.83710, -3.00302, -0.95416], [2.26959, -5.58963, 0.01723], [-2.56273, 2.38296, 3.10377], [-2.77374, 3.13493, 4.21967], [-3.59006, 2.47004, 5.08998], [-3.90341, 1.22851, 4.44141], [-3.34679, 1.26513, 3.17505], [-2.03257, 2.73468, 2.32807], [-2.29053, 4.09432, 4.32834], [-3.91344, 2.78578, 6.06502], [-4.62820, 0.49458, 4.75651], [-3.30307, 0.56962, 2.35203], [-1.21937, 2.40982, -3.26388], [-1.14734, 2.11776, -1.93013], [-2.41841, 2.14022, -1.39660], [-3.29412, 2.16044, -2.51519], [-2.56310, 2.31159, -3.64520], [-0.49502, 2.24182, -3.94068], [-0.19100, 1.97385, -1.44811], [-2.72630, 2.22904, -0.36827], [-4.36539, 2.02351, -2.53631], [-2.77437, 2.29265, -4.70074], [-2.92336, -2.91097, -0.49940], [-3.64652, -2.12676, 0.37535], [-3.23367, -2.35868, 1.64140], [-2.13548, -3.26671, 1.53105], [-2.00567, -3.61036, 0.20735], [-3.26243, -3.07319, -1.42948], [-4.43208, -1.51010, -0.03530], [-3.63754, -1.75463, 2.43761], [-1.62806, -3.72500, 2.36596], [-1.35787, -4.32484, -0.27472], [2.08617, 4.71560, 2.76281], [1.63641, 6.00177, 2.73619], [0.55226, 6.08724, 1.91353], [0.23276, 4.74097, 1.55428], [1.22644, 3.92445, 2.02987], [3.02486, 4.47980, 3.02567], [2.23256, 6.73711, 3.25503], [-0.06324, 6.95818, 1.76036], [-0.56770, 4.42052, 0.90473], [1.17400, 2.85125, 2.04420], [-0.91958, -2.16644, -3.86439], [-1.26546, -1.52258, -5.00071], [-0.13871, -1.34345, -5.76389], [0.94652, -1.85575, -4.99415], [0.45567, -2.27102, -3.76827], [-1.51951, -2.30338, -3.07177], [-2.30153, -1.28695, -5.18598], [-0.08808, -0.98121, -6.77580], [1.96497, -1.72870, -5.32464], [0.95575, -2.71104, -2.92552], [0.60140, -1.39211, -0.15729], [1.51929, -0.45536, 1.11556], [2.21447, 0.77583, 0.52274], [0.12849, 0.30516, 1.94310], [-0.35102, -0.91368, -0.37433], [0.63495, -2.43710, 0.14894], [1.14230, -1.47475, -1.10340], [-0.62590, -0.44981, 2.17062], [-0.28107, 1.05930, 1.27278], [0.57947, 0.70377, 2.84828]],
  "forces_ev_per_a": [[-1.233, -0.246, 1.835], [-0.339, -0.241, -0.129], [0.031, -0.097, -0.907], [0.292, -0.130, 0.108], [0.790, 0.450, -0.553], [0.640, 0.425, -0.689], [1.081, 0.824, 0.172], [-1.228, -0.120, -0.789], [1.458, 1.129, 1.017], [-0.073, -1.058, 0.036], [-0.576, -0.834, 0.595], [-0.326, -0.208, -0.232], [0.038, -0.084, -0.026], [-0.156, 0.006, -0.258], [0.017, -0.071, -0.128], [-0.222, 0.404, -0.391], [-0.622, 0.614, 0.273], [0.589, 0.749, 0.552], [0.133, -0.909, -0.661], [-0.678, 0.439, -0.811], [0.761, -0.432, 0.469], [-0.021, -0.174, -0.183], [0.012, -0.064, -0.032], [0.023, 0.095, 0.018], [0.170, -0.089, 0.167], [-0.267, -0.166, 0.150], [-1.187, -1.399, -0.332], [0.383, 1.013, 0.739], [0.335, -0.429, -0.625], [-1.045, 0.164, -0.265], [1.517, 0.201, -0.137], [0.257, 0.025, 0.213], [0.023, 0.341, 0.027], [0.175, -0.463, 0.113], [-0.001, 0.257, 0.276], [-0.361, 0.162, 0.081], [-0.769, 0.873, 0.174], [-0.686, -0.125, -1.349], [0.500, 0.700, -0.318], [-0.301, -0.447, 0.480], [0.344, -0.578, 0.477], [0.345, -0.169, -0.129], [0.015, 0.058, 0.234], [0.260, -0.472, 0.493], [0.260, 0.113, -0.146], [0.016, 0.007, 0.081], [-0.459, -0.645, -0.152], [1.008, 0.533, -0.322], [-0.738, -0.393, 0.796], [0.396, 0.194, -0.572], [-0.757, 0.371, 0.310], [-0.080, -0.254, 0.238], [-0.217, 0.213, -0.159], [0.112, 0.038, -0.136], [-0.105, 0.008, 0.091], [0.812, -0.064, -0.163], [0.740, 0.256, 1.363], [-0.482, -0.065, -0.819], [-0.106, -0.487, 0.518], [0.029, 0.783, 0.265], [-0.106, -0.232, -1.584], [-0.128, 0.088, -0.033], [0.054, -0.011, -0.106], [-0.036, 0.186, 0.049], [0.143, -0.393, 0.315], [-0.090, -0.069, 0.048], [0.774, 0.166, -0.472], [0.531, 0.754, -0.689], [-0.699, -1.271, 0.370], [-0.010, -0.718, -0.023], [-0.255, -0.390, 0.218], [-0.809, 0.136, 0.536], [0.377, 0.804, 0.143], [0.017, 0.038, 0.150], [0.082, 0.111, 0.064], [-0.371, 0.276, 0.066]],
  "mulliken_charge": [-0.353, -0.467, 0.025, 0.304, 0.221, 0.342, 0.041, -0.823, -0.322, 0.408, -0.958, 0.180, 0.386, 0.309, 0.403, 0.395, 0.205, -0.470, -0.653, -0.510, -0.273, 0.150, 0.400, 0.410, 0.395, 0.312, -0.021, -0.808, -0.023, -0.873, -0.562, 0.280, 0.581, 0.588, 0.415, 0.412, 0.036, -0.497, -0.368, -0.508, -0.923, 0.282, 0.447, 0.598, 0.438, 0.534, -0.032, -0.320, -1.120, 0.114, -0.493, 0.233, 0.405, 0.374, 0.493, 0.331, 0.031, -0.478, -0.522, -0.668, -0.383, 0.278, 0.414, 0.429, 0.372, 0.558, -0.558, 0.416, -0.731, -0.782, 0.320, 0.395, -0.014, 0.406, -0.058, 0.503],
  "homo_lumo_gap_ev": 8.618,
  "lumo_energy_ev": 0.4,
  "charge": 0
}